Density functional theory data (the ωB97M-V functional and the def2-TZVPD basis) for a structure of composition C15H18NRuSSe.

Structure (XYZ):
```
37
C15H18NRuSSe | OMol25 | the ωB97M-V functional and the def2-TZVPD basis
Ru -0.34204 -1.11201 -0.02000
S -0.70393 0.95542 0.94967
C -1.13292 -0.06530 2.29585
C -1.50419 0.25363 3.59901
C -1.80256 -0.78853 4.44973
C -1.72755 -2.11681 4.01055
C -1.34964 -2.36519 2.71599
N -1.06050 -1.34691 1.88841
H -1.55147 1.28581 3.91377
H -2.09788 -0.57879 5.46923
H -1.95696 -2.93957 4.67074
H -1.26325 -3.36424 2.31112
Se 1.84588 -0.72146 -0.12796
C 2.35528 -2.52913 -0.43252
C 1.57733 -3.36162 -1.23448
C 1.90683 -4.70452 -1.35278
C 3.02081 -5.20166 -0.69206
C 3.80511 -4.36384 0.08841
C 3.47288 -3.02429 0.22966
H 0.75093 -2.95596 -1.81065
H 1.31097 -5.35483 -1.97896
H 3.28803 -6.24435 -0.79792
H 4.67955 -4.75483 0.59082
H 4.07639 -2.37368 0.84942
C -3.09706 -2.55503 -1.79436
C -2.52765 -1.26971 -1.19842
C -3.55163 -0.14296 -1.11211
C -1.22397 -0.85168 -1.83000
H -3.95625 -2.90718 -1.22406
H -2.35464 -3.35442 -1.82121
H -3.42295 -2.36117 -2.81668
H -2.31558 -1.55311 -0.10725
H -3.89363 0.10632 -2.11729
H -3.12417 0.75071 -0.66002
H -4.41833 -0.44787 -0.52585
H -1.17734 0.16409 -2.21139
H -0.82554 -1.57049 -2.54743
```

- charge = +1
- energy relative to the best compared isomer or geometry (same formula, charge and spin) (eV) = 0.100
- Kohn-Sham gap (eV) = 6.97
- highest occupied orbital energy (Ha) = -0.4299

---

Density functional theory data (the ωB97M-V functional and the def2-TZVPD basis) for an isolated molecule of C15H18O2 in a non-equilibrium geometry.

Structure (XYZ):
```
35
C15H18O2 | OMol25 | the ωB97M-V functional and the def2-TZVPD basis
C -0.78673 3.51571 -1.04081
C -0.08406 2.32282 -0.84582
C -0.65315 1.21207 0.00224
C -1.97609 1.19297 0.47175
C -2.41157 0.28366 1.45670
O -3.71490 0.41360 1.81421
C -1.45216 -0.56503 1.99020
C -1.83369 -1.44712 3.20665
C -0.15154 -0.64730 1.49037
C 0.22846 0.19510 0.46851
C 1.52259 -0.20447 -0.16485
C 1.08191 -0.98411 -1.54368
C 0.10020 -2.17150 -1.40465
C 2.36507 -1.69417 -2.17560
C 2.35085 0.96135 -0.60964
O 2.25154 2.23905 0.05457
C 1.43912 2.26970 -1.11918
H -1.67898 3.63804 -0.56167
H -0.24074 4.41655 -1.29960
H -2.67128 1.94858 0.14816
H -4.00443 -0.15262 2.53172
H -2.38929 -0.89797 3.89986
H -2.23822 -2.34347 2.99537
H -0.94196 -1.74718 3.74171
H 0.55204 -1.31584 2.00511
H 2.15755 -0.93372 0.44414
H 0.49083 -0.22142 -2.09988
H -0.56219 -1.94122 -0.54449
H 0.55978 -3.04875 -1.08471
H -0.44087 -2.55467 -2.26467
H 2.81591 -2.45806 -1.52588
H 2.02860 -2.16907 -3.16908
H 3.17396 -0.94808 -2.33730
H 3.27037 0.84758 -1.08523
H 1.84308 2.98897 -1.84455
```

- energy relative to the best compared isomer or geometry (same formula, charge and spin) (eV) = 3.776
- Kohn-Sham gap (eV) = 8.57
- structure (SMILES) = C=C1c2cc(O)c(C)cc2[C@@H](C(C)C)[C@@H]2O[C@H]12
- highest occupied orbital energy (Ha) = -0.2959

---

Density functional theory data (the ωB97M-V functional and the def2-TZVPD basis) for an isolated molecule of C15H18O5 in a non-equilibrium geometry.

Structure (XYZ):
```
38
C15H18O5 | OMol25 | the ωB97M-V functional and the def2-TZVPD basis
C -2.54129 2.38978 1.33847
C -1.47907 1.52522 0.64556
C -1.62202 0.23765 0.08455
C -2.82285 -0.50707 0.31571
O -3.90798 -0.16365 0.74850
C -2.68044 -1.82349 -0.20248
O -3.71917 -2.69808 -0.03967
C -1.49026 -2.06887 -0.60845
C -1.08420 -3.40851 -1.23552
C -0.61104 -0.74305 -0.49943
C 0.63549 -0.83495 0.34076
O 1.48275 -1.88760 -0.18006
C 2.70305 -1.40522 -0.29907
O 3.61079 -1.96136 -0.90513
C 2.91384 -0.07531 0.34971
C 3.86826 0.81934 -0.54257
C 1.46690 0.36453 0.64564
C 0.99884 1.62825 -0.09456
O 0.86421 1.52851 -1.56027
C -0.21244 2.32424 0.45873
H -2.56661 2.32778 2.39304
H -2.39517 3.51954 1.19315
H -3.44211 2.21538 0.82073
H -4.08646 -2.35989 0.81875
H -0.85278 -4.12641 -0.45957
H -1.88931 -3.95818 -1.62802
H -0.35437 -3.22350 -2.03333
H -0.37297 -0.51326 -1.53974
H 0.43569 -1.24753 1.28191
H 3.36399 -0.21032 1.34588
H 3.41937 1.32453 -1.42576
H 4.11705 1.68917 0.06695
H 4.72319 0.27803 -0.88818
H 1.41972 0.67457 1.75458
H 1.79984 2.25662 0.15297
H 0.67564 2.37756 -1.97419
H -0.38776 3.20328 -0.09428
H 0.01967 2.53228 1.45469
```

- energy relative to the best compared isomer or geometry (same formula, charge and spin) (eV) = 2.418
- Kohn-Sham gap (eV) = 9.16
- structure (SMILES) = CC1=C2C(=O)C(O)=C(C)[C@@H]2[C@H]2OC(=O)[C@@H](C)[C@H]2[C@@H](O)C1
- highest occupied orbital energy (Ha) = -0.3385

---

Density functional theory data (the ωB97M-V functional and the def2-TZVPD basis) for an isolated molecule of C15H18O5 in a non-equilibrium geometry.

Structure (XYZ):
```
38
C15H18O5 | OMol25 | the ωB97M-V functional and the def2-TZVPD basis
C -0.63895 1.76221 4.07150
O -0.91304 0.36741 3.93156
C -0.63094 -0.23533 2.71689
C -1.43125 -1.33577 2.40418
C -1.48729 -1.91748 1.07952
O -2.18695 -2.89865 0.94486
C -0.88537 -1.13673 -0.09714
C -0.81833 -1.99220 -1.39543
C -0.04193 -1.25092 -2.42903
C 0.84172 -0.21956 -2.21616
C 1.58904 0.34790 -3.39447
C 1.06644 0.34144 -0.83099
C 0.58695 1.84598 -0.83564
C -0.89735 2.14347 -0.99286
O -1.55675 2.26866 0.02629
O -1.40389 2.36518 -2.23403
C 0.50679 -0.56482 0.33206
C 1.57534 -1.70854 0.47080
C 0.37883 0.15491 1.67154
O 1.32644 0.87979 2.02196
H 0.43719 1.94481 4.19734
H -1.15797 2.15822 4.94952
H -0.99572 2.29396 3.17253
H -2.16285 -1.69466 3.12458
H -1.57440 -0.33411 -0.33033
H -0.36359 -2.95324 -1.19867
H -1.80847 -2.19058 -1.74244
H -0.19385 -1.53648 -3.47060
H 1.58823 -0.34994 -4.25473
H 2.65072 0.52813 -3.15804
H 1.12543 1.25574 -3.78806
H 2.14079 0.39208 -0.65362
H 0.93608 2.36174 0.04110
H 1.15597 2.33526 -1.63192
H -2.35225 2.50762 -2.08104
H 2.49933 -1.26428 0.82093
H 1.79903 -2.26413 -0.47920
H 1.29683 -2.40705 1.23723
```

- energy relative to the best compared isomer or geometry (same formula, charge and spin) (eV) = 1.279
- Kohn-Sham gap (eV) = 8.57
- structure (SMILES) = COC1=CC(=O)[C@@H]2CC=C(C)[C@@H](CC(=O)O)[C@@]2(C)C1=O
- highest occupied orbital energy (Ha) = -0.3356

---

Density functional theory data (the ωB97M-V functional and the def2-TZVPD basis) for a structure of composition C15H19BBr2Cl36 in a non-equilibrium geometry.

Structure (XYZ):
```
73
C15H19BBr2Cl36 | OMol25 | the ωB97M-V functional and the def2-TZVPD basis
B -4.88155 0.30579 0.69960
C -3.73802 1.19540 1.28285
Br -2.07350 0.20499 1.09281
C -3.67824 2.61414 0.63433
C -3.42411 3.63557 1.74070
Br -2.15813 2.79196 -0.58356
H -4.80125 -0.20056 -0.37378
H -5.87852 0.13332 1.32822
H -3.90298 1.35193 2.34219
H -4.57620 2.85661 0.07610
H -2.62926 3.23385 2.36578
H -4.30880 3.75419 2.36607
H -3.10250 4.57281 1.30112
C 0.24934 -3.11826 -0.28205
Cl -1.06880 -4.15100 0.25596
Cl -0.03446 -1.47423 0.29391
Cl 1.81128 -3.72820 0.27038
H 0.25952 -3.10400 -1.36331
C -2.21447 6.96304 -2.07277
Cl -1.72065 7.91319 -0.67272
Cl -2.80566 5.38768 -1.53395
Cl -3.43561 7.82896 -3.01829
H -1.35104 6.80638 -2.70731
C -3.97910 -0.05895 5.83104
Cl -5.52513 0.79156 5.82280
Cl -4.01046 -1.43621 4.73100
Cl -2.65967 1.04186 5.42281
H -3.80348 -0.43361 6.83028
C 1.84741 4.59438 -2.95915
Cl 0.53752 3.53841 -2.44549
Cl 1.59723 6.23701 -2.37020
Cl 3.40874 3.97328 -2.40794
H 1.85733 4.62004 -4.04045
C 4.76353 0.78598 -4.68047
Cl 5.45159 -0.48640 -3.66800
Cl 6.00703 1.53521 -5.67929
Cl 3.45465 0.15379 -5.67705
H 4.35275 1.54407 -4.02798
C -2.63104 -5.47866 3.72805
Cl -3.81739 -4.17821 3.62341
Cl -2.99493 -6.75432 2.56226
Cl -1.01069 -4.84035 3.47495
H -2.67983 -5.90509 4.72099
C -3.39261 7.85979 3.32915
Cl -2.42495 6.74511 4.29432
Cl -2.35741 8.83681 2.29537
Cl -4.58009 6.96529 2.38398
H -3.92024 8.52050 4.00353
C -7.22054 3.31203 2.73184
Cl -7.72122 2.00369 3.80331
Cl -6.04606 4.35601 3.52869
Cl -6.55914 2.66570 1.22726
H -8.09120 3.90565 2.48869
C -7.73264 -4.98865 4.95970
Cl -7.54098 -4.16780 3.41031
Cl -6.23671 -5.79123 5.43613
Cl -8.25796 -3.85484 6.20413
H -8.49825 -5.74397 4.84735
C 7.10076 -3.34504 -1.68505
Cl 8.05753 -4.80352 -1.97431
Cl 5.41623 -3.75603 -1.37968
Cl 7.77348 -2.41909 -0.34721
H 7.14561 -2.73318 -2.57623
C 9.84823 -7.38739 -4.18844
Cl 10.53287 -8.66241 -3.18535
Cl 11.09861 -6.63819 -5.18658
Cl 8.53902 -8.00932 -5.18839
H 9.44164 -6.62641 -3.53717
C 12.88521 -4.20044 -7.50523
Cl 14.07583 -5.47355 -7.77739
Cl 13.62909 -2.80168 -6.73118
Cl 12.10603 -3.73762 -9.01727
H 12.12364 -4.58516 -6.84088
```

- Kohn-Sham gap (eV) = 8.98
- highest occupied orbital energy (Ha) = -0.3332